Entry 1:
# C25H26FN2O2RuS2

C25H26FN2O2RuS2 as an isolated structure (wB97M-V/def2-TZVPD, OMol25).

```
59
C25H26FN2O2RuS2 | OMol25 | wB97M-V/def2-TZVPD
C 1.92 -1.16 -1.78
C 0.34 1.15 3.19
H 4.46 -5.01 -1.18
H 2.50 -6.34 -0.48
C 2.40 -0.32 0.53
C -5.04 0.43 -2.41
H 3.12 -1.13 0.40
H 0.26 -5.29 -0.39
C 2.38 -5.30 -0.74
O -1.85 2.74 -1.66
F -3.55 1.08 -0.11
C 2.09 2.93 2.99
C 1.12 -4.71 -0.69
C 3.36 2.02 5.29
S -1.16 2.18 0.77
C 3.88 3.10 4.59
H 3.63 4.42 2.91
H -7.01 -0.19 -1.96
C 2.07 -2.62 -1.43
H -5.80 -0.76 -0.80
H -4.17 -1.55 -2.49
Ru -2.85 1.17 -1.91
H 2.92 0.64 0.53
H 1.81 0.54 5.39
C 1.62 -0.53 1.80
H -0.02 -2.92 -1.01
C -4.88 1.77 -2.85
C 3.24 3.56 3.44
N 1.46 -0.39 -0.60
H 4.19 -2.64 -1.79
H 1.21 -1.00 -2.58
H 4.77 3.60 4.95
O -0.79 2.81 -0.69
H -2.39 -0.92 -4.09
H -2.18 1.42 -4.91
H 3.85 1.67 6.19
C -4.11 -0.53 -2.86
H 0.04 0.33 3.85
H -0.50 1.83 3.09
H -6.33 0.94 -0.78
C -2.98 1.14 -4.24
H 1.14 -1.51 1.83
S -0.97 -0.21 -1.60
C -0.01 0.90 0.78
H -5.54 2.54 -2.47
C -3.11 -0.18 -3.78
C 2.22 1.38 4.84
C -3.87 2.12 -3.75
C 3.33 -3.21 -1.47
C 0.97 -3.37 -1.03
H -3.74 3.16 -4.04
H 2.88 -0.73 -2.07
C 1.58 1.84 3.69
C 3.48 -4.55 -1.14
N 0.59 0.52 1.87
H 2.25 -0.40 2.68
C 0.26 0.14 -0.48
C -6.10 0.09 -1.42
H 1.58 3.30 2.11
```

Output
Total charge: +2
Spin multiplicity: 2
Expectation value of S²: 0.7575
Kohn-Sham gap (spin up / spin down): 6.85 / 6.78 eV
Energy above the lowest of the compared OMol25 structures with the same formula, charge and spin: 4.6 kcal per mole
Largest force on an atom: 0.8 eV/A

Mulliken atomic charge list, values in e, 4 entries: -1.43 -1.22 0.41 0.41



Entry 2:
# C25H26FN3O2

One molecule with the formula C25H26FN3O2 (wB97M-V/def2-TZVPD, OMol25).

```
57
C25H26FN3O2 | OMol25 | wB97M-V/def2-TZVPD
O -2.87 -2.03 0.32
H -0.23 0.16 1.20
H 0.60 -0.47 3.59
F 0.56 4.59 -2.80
H 2.23 -1.84 4.21
C 3.68 0.30 0.20
C -1.37 -0.05 2.88
H 0.51 -3.55 3.91
C -1.32 2.17 -0.06
H 2.61 -1.85 2.48
C -1.75 -1.02 -2.15
N -0.04 -2.10 2.46
C -1.27 -2.72 1.99
H -2.57 -0.21 -3.95
H 1.88 -2.83 -1.10
C 0.91 -3.07 3.00
C -0.61 -1.15 -1.36
C -1.69 -0.30 -3.33
H -2.10 -2.61 2.69
H -1.11 -3.79 1.83
C 0.62 0.19 -2.93
H -2.70 0.61 0.41
H 1.44 4.12 -0.41
H 5.14 -1.05 1.00
H -0.47 0.88 -4.64
C 1.83 -0.69 -0.97
N -0.64 -1.83 -0.14
C -1.71 -2.15 0.64
C -0.32 -1.03 3.41
C 0.51 3.62 -0.65
C -1.26 3.20 -2.24
H -1.68 3.36 -3.22
H 1.04 -3.84 2.24
H -2.67 -1.48 -1.84
C 2.50 0.43 -0.51
H 4.19 1.19 0.56
H -2.58 1.86 1.65
C 3.56 -2.08 -0.02
C -1.88 2.38 -1.32
H -0.69 -1.42 4.37
C -0.06 3.80 -1.90
C 2.27 -2.46 3.32
C -0.13 2.81 0.26
C 4.21 -0.95 0.45
C 0.59 -0.55 -1.76
C 2.37 -1.95 -0.72
H -2.81 1.90 -1.57
H 0.25 -1.92 0.34
N -1.05 0.50 1.69
H 3.97 -3.06 0.16
C -2.00 1.27 0.93
O -2.36 0.24 3.50
H 2.09 1.41 -0.71
C -0.51 0.32 -3.72
H 2.99 -3.25 3.48
H 0.30 2.67 1.24
H 1.55 0.65 -3.24
```

Output
Total charge: 0
SMILES: CCN(CC(=O)NCc1ccc(F)cc1)CC(=O)Nc1ccccc1-c1ccccc1
Kohn-Sham gap: 9.10 eV
Energy above the lowest of the compared OMol25 structures with the same formula, charge and spin: 0.0 kcal per mole
Largest force on an atom: 0.6 eV/A

Mulliken atomic charge list, values in e, 4 entries: -0.66 -0.10 0.45 -0.37